No. 1
{"formula": "C25H33Cl5N3O4PtSSi3", "method": "the ωB97M-V functional and the def2-TZVPD basis", "elements": ["Pt", "Cl", "C", "C", "C", "Cl", "C", "Cl", "C", "Cl", "C", "Cl", "C", "O", "Si", "C", "C", "C", "Si", "C", "C", "C", "Si", "C", "C", "C", "H", "H", "H", "H", "H", "H", "H", "H", "H", "H", "H", "H", "H", "H", "H", "H", "H", "H", "H", "H", "H", "H", "H", "H", "H", "H", "H", "O", "S", "O", "O", "C", "N", "C", "C", "C", "N", "C", "C", "C", "N", "C", "C", "H", "H", "H", "H", "H", "H"], "positions_angstrom": [[-0.25140, 0.11870, -0.44461], [-1.77381, 2.60467, -2.07661], [-0.15177, 2.32951, -2.57685], [0.55949, 1.30554, -1.95305], [1.87017, 1.14065, -2.39812], [2.81765, -0.09977, -1.67262], [2.44010, 1.92753, -3.39169], [4.05609, 1.66186, -3.92446], [1.68804, 2.93680, -3.98442], [2.37016, 3.92125, -5.21917], [0.37527, 3.14176, -3.57363], [-0.57644, 4.37369, -4.31533], [1.10741, 2.59138, 1.34744], [0.34766, 1.42204, 1.21314], [-0.61422, 0.67424, 2.38906], [-1.86833, 1.99831, 2.97684], [0.48877, 0.44895, 3.93717], [-1.13348, -0.80285, 1.31092], [-0.16451, -2.39344, 1.72907], [-0.46571, -2.93285, 3.54492], [1.70874, -2.07464, 1.46234], [-0.66874, -3.98399, 0.79986], [-3.02009, -0.98611, 1.12989], [-3.65359, -2.54671, 0.22440], [-3.89691, -1.06214, 2.83616], [-3.72381, 0.54516, 0.21044], [1.74163, 2.52109, 2.23577], [0.45173, 3.46370, 1.43738], [1.74208, 2.71278, 0.46714], [-1.35041, 2.86168, 3.39100], [-2.50742, 1.60631, 3.75894], [-2.50386, 2.34836, 2.17331], [0.84747, 1.40329, 4.31535], [1.35462, -0.17138, 3.73895], [-0.07414, -0.01694, 4.73658], [-0.01253, -2.27318, 4.27407], [-0.07821, -3.93223, 3.71174], [-1.53082, -2.96090, 3.74604], [2.20884, -1.77063, 2.37422], [1.85940, -1.28076, 0.73718], [2.21838, -2.95813, 1.09404], [-1.54521, -4.42510, 1.26294], [0.12973, -4.71803, 0.85079], [-0.89731, -3.81618, -0.24422], [-3.59863, -3.41495, 0.86942], [-3.08570, -2.76197, -0.67179], [-4.69389, -2.42134, -0.06505], [-3.46816, -1.84624, 3.44984], [-4.95435, -1.27835, 2.72226], [-3.80407, -0.12835, 3.37879], [-2.91548, 1.09179, -0.26701], [-4.22361, 1.23009, 0.88563], [-4.43432, 0.26475, -0.55966], [1.19287, -7.46687, -4.16949], [0.09924, -7.92847, -4.99193], [-0.63832, -9.05171, -4.45829], [0.35099, -7.93596, -6.41924], [-1.18937, -6.56665, -4.92194], [-2.29511, -6.90050, -5.51956], [-3.21772, -5.90416, -5.50957], [-2.98834, -4.69847, -4.91371], [-1.74479, -4.47216, -4.25940], [-0.82956, -5.49962, -4.32840], [-1.39650, -3.33385, -3.50937], [-0.15774, -3.29405, -2.81079], [0.12611, -2.26460, -1.97318], [-0.72401, -1.22445, -1.76438], [-1.86083, -1.18967, -2.49659], [-2.22386, -2.18916, -3.34880], [-4.15237, -6.14392, -5.99546], [-3.74268, -3.92924, -4.91414], [0.52234, -4.11725, -2.94299], [1.05222, -2.23924, -1.41482], [-2.48609, -0.31700, -2.36357], [-3.14937, -2.10490, -3.89292]], "e_lumo_ev": [2.09, -2.10], "charge": -1, "homo_lumo_gap_ev": [5.1, 3.6], "multiplicity": 3, "energy_ha": -5124.72988, "max_force_ev_per_a": 6.00}



No. 2
{"formula": "C25H33FeO2", "method": "the ωB97M-V functional and the def2-TZVPD basis", "elements": ["O", "C", "C", "H", "H", "C", "H", "H", "C", "H", "H", "H", "C", "H", "H", "H", "Fe", "C", "C", "C", "H", "C", "C", "H", "H", "H", "H", "C", "C", "C", "H", "C", "C", "H", "H", "H", "H", "O", "C", "C", "H", "H", "C", "H", "H", "C", "H", "H", "H", "H", "C", "C", "C", "C", "C", "C", "H", "H", "H", "H", "H"], "positions_angstrom": [[1.81151, 0.01506, -0.91656], [2.88271, -0.79585, -0.31649], [3.95506, -0.44226, -1.31563], [2.59890, -1.85243, -0.33255], [3.12996, -0.44932, 0.69280], [2.81645, 0.40946, -1.91663], [4.28224, -1.27902, -1.92692], [4.77885, 0.14399, -0.89944], [2.40441, -0.07452, -3.29441], [1.89785, -1.04768, -3.21045], [3.30647, -0.18348, -3.91890], [1.72864, 0.64529, -3.76445], [3.12054, 1.88766, -1.78339], [3.58571, 2.06043, -0.80386], [2.22001, 2.50253, -1.86256], [3.81411, 2.18515, -2.58057], [-1.25864, 1.51229, -0.31184], [-1.25261, 3.23583, 0.73113], [-1.66309, 2.17905, 1.60226], [-0.63245, 1.16744, 1.60612], [-2.54102, 2.20427, 2.23915], [0.46214, 1.65935, 0.81832], [0.06867, 2.91199, 0.23316], [0.70571, 3.56123, -0.35690], [-1.79422, 4.16578, 0.56432], [-0.60635, 0.26930, 2.22557], [1.45663, 1.23645, 0.79734], [-2.67250, 1.85957, -1.77670], [-1.47100, 2.58306, -2.00894], [-0.38687, 1.62696, -2.08783], [-1.42399, 3.65295, -2.17667], [-0.92962, 0.30527, -1.86706], [-2.35801, 0.45032, -1.73195], [-3.06562, -0.36693, -1.83891], [-3.67593, 2.27600, -1.73938], [0.61980, 1.86204, -2.40119], [-0.41695, -0.64906, -1.93320], [0.96972, -3.18239, 0.51905], [0.46353, -2.04909, 1.27338], [1.33216, -1.78357, 2.49493], [-0.56348, -2.26777, 1.60817], [0.42177, -1.19790, 0.56774], [2.01355, -3.15809, 2.71680], [0.72719, -1.48478, 3.36273], [2.06959, -1.00558, 2.26720], [1.90812, -3.87756, 1.35995], [1.42208, -3.73436, 3.44061], [3.03662, -3.06879, 3.08883], [1.56346, -4.91654, 1.47388], [2.88892, -3.89605, 0.83697], [-4.75594, -1.10477, 1.78963], [-5.01946, 0.21334, 1.39834], [-4.10262, 0.89041, 0.59193], [-2.85998, 0.29381, 0.33815], [-2.61310, -1.03349, 0.67632], [-3.56515, -1.74329, 1.40860], [-5.49590, -1.63608, 2.39291], [-5.93731, 0.72854, 1.69282], [-4.33875, 1.88562, 0.20817], [-1.68233, -1.51660, 0.36324], [-3.38018, -2.78319, 1.69285]], "e_lumo_ev": [0.63, -0.16], "homo_lumo_gap_ev": [5.9, 7.3], "multiplicity": 6, "energy_ha": -2386.23712, "max_force_ev_per_a": 3.84}



No. 3
{"formula": "C25H33N3O4", "method": "the ωB97M-V functional and the def2-TZVPD basis", "elements": ["C", "C", "C", "C", "O", "C", "C", "C", "C", "C", "O", "N", "C", "C", "C", "C", "N", "C", "C", "O", "C", "C", "C", "C", "N", "C", "C", "O", "C", "C", "C", "C", "H", "H", "H", "H", "H", "H", "H", "H", "H", "H", "H", "H", "H", "H", "H", "H", "H", "H", "H", "H", "H", "H", "H", "H", "H", "H", "H", "H", "H", "H", "H", "H", "H"], "positions_angstrom": [[8.16366, 1.08201, -0.56396], [6.74727, 0.65207, -0.93724], [6.59267, -0.86002, -0.79710], [5.73578, 1.41923, -0.07096], [4.40812, 1.27977, -0.53636], [3.57268, 0.32593, -0.05350], [2.35223, 0.21920, -0.73019], [1.39469, -0.68285, -0.32722], [1.62724, -1.51145, 0.76898], [0.65822, -2.55447, 1.19717], [1.00655, -3.68353, 1.49492], [-0.66113, -2.22263, 1.19856], [-1.28651, -0.97173, 1.10554], [-0.74983, 0.16962, 1.68545], [-1.42171, 1.37180, 1.64644], [-2.67217, 1.47893, 1.02744], [-3.35615, 2.68765, 1.06716], [-2.65587, 3.92171, 0.76429], [-2.76671, 4.23527, -0.73560], [-4.11212, 4.31829, -1.15039], [-4.80330, 3.11849, -0.87698], [-4.72971, 2.78721, 0.61930], [-3.21389, 0.32435, 0.45813], [-2.54458, -0.89260, 0.48613], [-3.09776, -2.07456, -0.03927], [-2.43873, -2.64964, -1.20274], [-2.87654, -4.10843, -1.34201], [-4.27720, -4.21193, -1.45730], [-4.91292, -3.62868, -0.34510], [-4.53602, -2.15122, -0.19691], [2.84852, -1.42380, 1.42465], [3.80955, -0.51130, 1.03332], [8.29489, 2.15236, -0.70458], [8.37089, 0.84358, 0.47738], [8.88929, 0.56254, -1.18442], [6.55282, 0.92678, -1.97959], [5.58675, -1.17635, -1.06253], [7.29328, -1.36759, -1.45629], [6.79871, -1.17478, 0.22400], [5.94440, 2.49184, -0.14921], [5.83232, 1.13122, 0.97988], [2.18622, 0.86287, -1.57976], [0.46776, -0.75325, -0.87676], [-1.29563, -2.99998, 1.34699], [0.19660, 0.10480, 2.19906], [-0.98534, 2.22490, 2.14027], [-1.60638, 3.84941, 1.03972], [-3.12245, 4.72973, 1.33794], [-2.31934, 5.20357, -0.96522], [-2.24625, 3.44862, -1.30571], [-5.83452, 3.28255, -1.19411], [-4.36581, 2.29730, -1.46591], [-5.27311, 1.87257, 0.85140], [-5.19033, 3.61113, 1.17674], [-4.16793, 0.36559, -0.04050], [-1.35670, -2.59936, -1.08667], [-2.72299, -2.10238, -2.11767], [-2.46043, -4.55157, -2.24792], [-2.52962, -4.67802, -0.46644], [-5.98560, -3.73826, -0.51287], [-4.62968, -4.16569, 0.57309], [-5.01777, -1.73812, 0.69090], [-4.88710, -1.60914, -1.09108], [3.03952, -2.08451, 2.25696], [4.73916, -0.47508, 1.57826]], "e_lumo_ev": 0.64, "homo_lumo_gap_ev": 8.0, "energy_ha": -1437.65151, "max_force_ev_per_a": 0.59, "smiles": "CC(C)COc1ccc(C(=O)Nc2ccc(N3CCOCC3)cc2N2CCOCC2)cc1"}